Entry 1:
DFT (the ωB97M-V functional and the def2-TZVPD basis) results for a single C6H9NO molecule.

Calculated values
SMILES	C=C1C[C@H]2N[C@@H]2[C@H]1O
electronic energy	-9899.3828	eV

Geometry (Å):
C (0.3466, -0.9946, 0.3608)
C (-0.9561, -0.8789, -0.3389)
C (-1.4758, 0.3774, 0.4184)
C (-0.5752, 1.3878, -0.2531)
C (0.7296, 0.6650, 0.0542)
C (2.0721, 0.8146, -0.0806)
H (1.3606, -2.6081, 0.4350)
H (0.2287, -1.1379, 1.5273)
H (-0.6038, -0.5234, -1.3892)
H (-2.8780, -0.7194, -0.8949)
H (-1.4203, 0.5925, 1.5607)
H (-0.4953, 1.6051, -1.3489)
H (-0.6776, 2.3312, 0.2636)
H (2.6768, 1.7525, -0.2266)
H (2.6442, -0.0343, 0.2679)
N (-2.3275, -0.7842, -0.0781)
O (1.3509, -1.8450, -0.2776)

=====

Entry 2:
DFT (the ωB97M-V functional and the def2-TZVPD basis) results for a single C2H4N2O3 molecule.

Calculated values
SMILES	N[C@@]12O[C@@H]1ON2O
electronic energy	-11255.0661	eV

Geometry (Å):
C (-0.0499, -0.1900, 0.5398)
N (0.9749, 0.7691, 0.8571)
C (-1.4814, 0.1902, 0.2671)
O (-1.0705, -0.4286, 1.4902)
O (0.7301, -0.2366, -1.7154)
N (-0.0540, -0.9270, -0.7012)
O (-1.4553, -0.6028, -0.9422)
H (1.1036, -1.0018, -2.1874)
H (1.2206, 0.6653, 1.8383)
H (1.8052, 0.5192, 0.3259)
H (-1.7233, 1.2429, 0.2279)

=====

Entry 3:
DFT (the ωB97M-V functional and the def2-TZVPD basis) results for a gas-phase ion, C4H12NS2 (charge +1).

Calculated values
total charge	+1
SMILES	CCSSCC[NH3+]
electronic energy	-27495.3711	eV

Geometry (Å):
N (-2.9647, 0.0984, 1.4836)
C (-1.6990, 0.1523, 2.2794)
C (-0.4733, -0.0517, 1.4432)
S (-0.3619, 1.0424, 0.0819)
S (0.5381, 0.0468, -1.3975)
C (2.2310, -0.5568, -0.8729)
C (2.7218, -1.5029, -1.9610)
H (-3.0794, -0.8073, 0.9383)
H (-3.7758, 0.3174, 2.0807)
H (-2.9212, 0.7690, 0.7333)
H (-1.7305, -0.5513, 3.0703)
H (-1.7119, 1.1477, 2.8207)
H (-0.2721, -1.1180, 1.3118)
H (0.6198, 0.0824, 1.9815)
H (2.9294, 0.3271, -0.8090)
H (2.3259, -1.0546, 0.0852)
H (3.0648, -1.0730, -2.8553)
H (2.0254, -2.4021, -2.2302)
H (3.7774, -1.9987, -1.7951)

=====

Entry 4:
DFT (the ωB97M-V functional and the def2-TZVPD basis) results for 2 unconnected molecules or ions with the total composition C4H12BrN2.

Calculated values
total charge	+1
electronic energy	-77358.0984	eV

Geometry (Å):
C (-0.5332, -1.0981, -2.2976)
C (1.3489, 2.1487, 1.3268)
C (-0.4201, -1.8789, -0.9976)
C (-0.1031, -0.6643, 1.0949)
N (-0.8736, -1.1381, 0.1644)
N (0.0542, 1.6966, 0.8304)
Br (-0.7846, -0.3831, 2.8149)
H (-0.2592, -1.7519, -3.1191)
H (-1.5467, -0.7517, -2.4658)
H (0.1430, -0.2489, -2.2962)
H (1.4190, 1.9395, 2.3922)
H (2.1430, 1.6189, 0.8029)
H (1.5019, 3.2203, 1.1754)
H (-1.0464, -2.7751, -1.0527)
H (0.6123, -2.1867, -0.8277)
H (0.9725, -0.7450, 1.0109)
H (-1.8819, -1.0512, 0.2657)
H (-0.0402, 1.9109, -0.1585)
H (-0.7055, 2.1381, 1.3368)

=====

Lowest unoccupied orbital energy readings, ordered: 0.89; 0.73; -3.71; -4.19 eV
Highest occupied orbital energy readings, ordered: -8.59; -8.75; -11.96; -13.79 eV
Energy above the lowest of the compared OMol25 structures with the same formula, charge and spin readings, ordered: 600.3; 723.7; 155.5; 0.0 kJ/mol